(1)
A molecular structure, C19H34CeN3O5P2 at a distorted geometry. Source: the Open Molecules 2025 dataset; level of theory: ωB97M-V/def2-TZVPD.

Structure (ORCA input):
```
! wB97M-V def2-TZVPD RIJCOSX def2/J DEFGRID3
* xyz 3 1
Ce 0.40 -1.50 -0.43
P -2.27 -0.58 -0.87
C -1.99 0.10 -2.68
C -0.60 0.40 -3.16
N 0.52 0.05 -2.48
C 1.72 0.51 -2.93
C 1.85 1.31 -4.08
C 0.70 1.57 -4.82
C -0.52 1.07 -4.38
C 3.02 0.24 -2.18
P 3.12 -1.35 -1.24
H -1.44 1.30 -4.92
H 2.85 1.66 -4.36
H 0.78 2.20 -5.70
H 3.86 0.23 -2.90
H 3.27 1.05 -1.45
H -2.56 -0.61 -3.31
H -2.57 1.07 -2.68
H -1.11 -3.45 -3.81
O -1.71 -3.88 -4.42
H -1.35 -3.64 -5.30
H -1.43 -1.98 0.08
O 0.65 -3.53 -0.94
H 0.74 -4.10 -1.74
C 3.70 -2.51 -2.54
H 4.72 -2.26 -2.88
H 3.71 -3.53 -2.10
H 3.02 -2.50 -3.40
C 4.58 -1.11 -0.19
H 4.54 -1.88 0.59
H 5.52 -1.23 -0.75
H 4.55 -0.12 0.26
C -3.07 1.06 -0.58
H -3.76 1.28 -1.41
H -3.62 0.98 0.36
H -2.27 1.83 -0.55
C -3.74 -1.60 -1.22
H -4.12 -1.94 -0.25
H -4.53 -1.03 -1.74
H -3.43 -2.48 -1.81
C -2.67 0.74 3.95
C -1.25 0.48 4.43
C -0.07 1.27 3.76
C -0.03 2.74 4.25
C -1.24 3.62 4.01
C 1.24 0.61 4.21
O 2.09 1.09 4.94
N 1.34 -0.69 3.66
C 0.90 -0.93 2.35
O 1.25 -1.99 1.72
N 0.21 -0.03 1.64
C -0.18 1.16 2.22
O -0.64 2.05 1.51
H -2.99 1.75 4.21
H -3.35 0.03 4.44
H -2.79 0.60 2.87
H -1.16 0.73 5.50
H -1.02 -0.58 4.34
H 0.19 2.68 5.32
H 0.84 3.21 3.75
H -2.04 3.41 4.73
H -0.96 4.67 4.13
H -1.62 3.50 2.99
H 2.18 -1.19 3.94
*
```

Results
molar mass	586.56	g mol⁻¹
gap between HOMO and LUMO (spin up / spin down)	3.52 / 3.53	eV
F_max	6.3	eV/Å
DFT total energy	-66439.27168	eV
highest occupied orbital energy (spin up / spin down)	-17.8 / -17.8	eV

(2)
A molecular structure, C19H34F6OP2Pt at a distorted geometry. Source: the Open Molecules 2025 dataset; level of theory: ωB97M-V/def2-TZVPD.

Structure (ORCA input):
```
! wB97M-V def2-TZVPD RIJCOSX def2/J DEFGRID3
* xyz 0 3
P 0.12 -2.56 -2.17
P -0.01 3.12 -1.31
C 0.78 0.67 -3.10
C 0.78 2.14 -2.60
H 0.91 0.83 -4.17
H 1.71 0.15 -2.78
H 1.86 2.36 -2.52
H 0.44 2.70 -3.48
C -1.65 3.63 -1.85
H -2.27 3.89 -0.98
H -2.11 2.78 -2.39
H -1.59 4.49 -2.53
C 1.28 4.33 -1.11
H 1.33 4.90 -2.05
H 2.24 3.82 -0.97
H 1.08 5.02 -0.29
C -0.78 -4.06 -2.83
H -0.84 -4.87 -2.08
H -0.23 -4.38 -3.74
H -1.81 -3.71 -3.12
C 1.90 -3.01 -2.32
H 2.44 -2.06 -2.22
H 2.05 -3.42 -3.31
H 2.20 -3.70 -1.54
Pt -0.60 -0.43 -4.21
C 0.15 1.31 -5.90
C -1.19 1.10 -5.45
C -2.23 0.47 -6.36
C -1.86 -0.95 -6.76
C -1.06 -1.76 -5.73
C 0.37 -1.65 -5.50
C 1.30 -0.92 -6.39
C 0.91 0.52 -6.88
C -0.16 -2.67 -0.41
H 0.63 2.28 -5.65
H -1.56 1.99 -4.89
H -2.42 1.07 -7.25
H -3.14 0.49 -5.75
H -2.80 -1.49 -6.94
H -1.31 -0.97 -7.70
H -1.48 -2.76 -5.54
H 0.82 -2.58 -5.14
H 1.47 -1.53 -7.28
H 2.27 -0.81 -5.89
H 1.87 1.07 -7.02
H 0.47 0.45 -7.89
H 0.55 -2.01 0.08
H -0.20 -3.63 0.12
H -1.16 -2.21 -0.39
C 1.41 2.30 1.52
C -0.07 2.30 1.27
O -0.37 2.13 -0.14
C -0.81 1.13 1.99
F -1.18 1.43 3.26
F -1.92 0.73 1.32
F 0.00 0.03 2.07
C -0.76 3.62 1.79
F -0.37 3.94 3.06
F -0.50 4.73 1.01
F -2.11 3.52 1.79
H 1.83 1.36 1.16
H 1.60 2.39 2.59
H 1.92 3.11 1.00
*
```

Results
molar mass	649.49	g mol⁻¹
gap between HOMO and LUMO (spin up / spin down)	3.51 / 6.00	eV
F_max	3.7	eV/Å
DFT total energy	-60424.40558	eV
highest occupied orbital energy (spin up / spin down)	-3.6 / -6.1	eV